1.
Here is a single C3H11N3O molecule at a distorted geometry from the Open Molecules 2025 dataset. Energies are from ωB97M-V/def2-TZVPD.

```
! RIJCOSX wB97M-V def2-TZVPD def2/J DEFGRID3
* xyz 0 1
C -0.931 -1.655 -1.884
O 0.155 -1.136 -1.179
N -0.003 0.327 -0.571
N 0.990 1.151 -0.991
C 0.065 0.069 0.861
C -0.775 1.139 1.559
N 1.425 -0.050 1.358
H -1.621 -2.164 -1.196
H -1.504 -0.925 -2.470
H -0.534 -2.409 -2.570
H 1.926 0.787 -0.795
H 0.880 1.371 -1.975
H -0.401 -0.935 0.906
H -0.319 2.115 1.402
H -0.832 0.930 2.625
H -1.781 1.160 1.148
H 1.805 0.862 1.588
H 1.456 -0.636 2.182
*
```

Properties
- structure (SMILES) = CON(N)[C@H](C)N
- energy relative to the best compared isomer or geometry (same formula, charge and spin) (kJ/mol) = 340.99
- calculated total energy (eV) = -9804.4672
- gap between HOMO and LUMO (eV) = 10.059
- lowest unoccupied orbital energy (eV) = 1.11

Here is what Löwdin gives for the atomic charges, in e:
1 C -0.16
2 O -0.21
3 N -0.14
4 N 0.05
5 C -0.46
6 C -0.05
7 N 0.05
8 H 0.07
9 H 0.08
10 H 0.08
11 H 0.09
12 H 0.10
13 H 0.15
14 H 0.07
15 H 0.07
16 H 0.07
17 H 0.07
18 H 0.08

***

2.
Here is H6O3Rb as an isolated structure from the Open Molecules 2025 dataset. Energies are from ωB97M-V/def2-TZVPD.

```
! RIJCOSX wB97M-V def2-TZVPD def2/J DEFGRID3
* xyz 1 1
Rb 0.698 1.077 -0.532
O 2.177 0.096 1.785
H 2.782 0.710 2.229
H 2.729 -0.653 1.509
O -0.747 -1.161 -2.410
H -1.536 -0.622 -2.575
H -0.023 -0.718 -2.872
O -1.753 0.703 0.963
H -1.723 -0.162 1.401
H -2.604 0.730 0.501
*
```

Properties
- energy relative to the best compared isomer or geometry (same formula, charge and spin) (kJ/mol) = 47.98
- calculated total energy (eV) = -6890.3875
- gap between HOMO and LUMO (eV) = 11.930
- lowest unoccupied orbital energy (eV) = -3.81

Here is what Löwdin gives for the atomic charges, in e:
1 Rb 1.07
2 O -0.15
3 H 0.06
4 H 0.06
5 O -0.08
6 H 0.05
7 H 0.02
8 O -0.15
9 H 0.06
10 H 0.06

***

3.
Here is C38H42AsAuCl2NO2P2 as an isolated structure at a distorted geometry from the Open Molecules 2025 dataset. Energies are from ωB97M-V/def2-TZVPD.

```
! RIJCOSX wB97M-V def2-TZVPD def2/J DEFGRID3
* xyz -1 1
Au -2.855 -0.924 -1.813
O 1.825 0.144 -0.217
P 1.067 -0.443 0.913
C -0.627 0.158 1.178
P -0.956 1.873 0.693
O -0.762 2.197 -0.737
C -2.674 2.105 1.219
C -3.068 2.381 2.526
C -4.415 2.448 2.848
C -5.375 2.235 1.867
C -4.987 1.969 0.563
C -3.640 1.909 0.235
C 0.112 2.874 1.768
C 0.263 2.651 3.137
C 1.129 3.433 3.884
C 1.871 4.429 3.262
C 1.740 4.645 1.899
C 0.860 3.872 1.153
C 0.859 -2.224 0.744
C -0.054 -2.962 1.497
C -0.203 -4.319 1.270
C 0.550 -4.939 0.279
C 1.443 -4.205 -0.485
C 1.600 -2.844 -0.255
C 1.939 -0.125 2.474
C 3.084 0.661 2.411
C 3.774 0.980 3.573
C 3.322 0.515 4.799
C 2.182 -0.278 4.865
C 1.495 -0.600 3.705
H -0.932 0.011 2.218
H -1.297 -0.485 0.586
H -2.329 2.559 3.297
H -4.716 2.663 3.866
H -6.426 2.275 2.123
H -5.730 1.796 -0.205
H -3.333 1.696 -0.781
H -0.281 1.853 3.627
H 1.245 3.245 4.943
H 2.561 5.030 3.843
H 2.328 5.413 1.411
H 0.754 4.010 0.084
H -0.704 -2.474 2.215
H -0.946 -4.882 1.822
H 0.404 -5.994 0.079
H 1.996 -4.685 -1.283
H 2.262 -2.243 -0.867
H 3.413 1.017 1.443
H 4.661 1.601 3.520
H 3.858 0.767 5.706
H 1.834 -0.651 5.820
H 0.614 -1.229 3.763
Cl -2.287 -4.529 -1.867
C -3.004 -4.417 -0.289
C -3.413 -5.577 0.337
C -3.970 -5.544 1.610
C -4.096 -4.318 2.253
C -3.660 -3.169 1.629
Cl -3.791 -1.642 2.471
C -3.095 -3.138 0.320
N -2.619 -2.007 -0.185
H -3.297 -6.516 -0.190
H -4.302 -6.455 2.089
H -4.524 -4.247 3.244
C -2.853 0.214 -3.403
H -2.241 1.117 -3.438
H -3.323 -0.003 -4.362
C 4.905 0.293 -4.549
C 3.492 0.459 -5.104
As 2.099 0.012 -3.761
C 1.682 1.825 -3.127
C 2.795 2.447 -2.292
C 0.566 -0.178 -5.000
C 0.527 0.745 -6.213
H 5.664 0.499 -5.309
H 5.062 -0.725 -4.187
H 5.089 0.962 -3.708
H 3.349 -0.223 -5.946
H 3.332 1.473 -5.477
H 0.782 1.729 -2.515
H 1.447 2.455 -3.990
H 2.988 1.833 -1.411
H 2.507 3.446 -1.951
H 3.724 2.555 -2.859
H -0.338 -0.018 -4.404
H 0.545 -1.224 -5.316
H 0.502 1.794 -5.913
H -0.371 0.558 -6.807
H 1.389 0.608 -6.869
*
```

Properties
- energy relative to the best compared isomer or geometry (same formula, charge and spin) (kJ/mol) = 41.04
- calculated total energy (eV) = -153827.0777
- gap between HOMO and LUMO (alpha / beta) (eV) = 5.597 / 5.598
- lowest unoccupied orbital energy (alpha / beta) (eV) = 1.90 / 1.90

Here is what Löwdin gives for the atomic charges, in e:
1 Au 0.82
2 O -0.34
3 P 0.72
4 C -0.31
5 P 0.70
6 O -0.33
7 C -0.26
8 C -0.08
9 C -0.09
10 C -0.09
11 C -0.08
12 C -0.09
13 C -0.26
14 C -0.10
15 C -0.09
16 C -0.09
17 C -0.08
18 C -0.06
19 C -0.26
20 C -0.09
21 C -0.08
22 C -0.10
23 C -0.08
24 C -0.07
25 C -0.26
26 C -0.07
27 C -0.09
28 C -0.10
29 C -0.09
30 C -0.09
31 H 0.06
32 H 0.01
33 H 0.09
34 H 0.10
35 H 0.10
36 H 0.10
37 H 0.06
38 H 0.10
39 H 0.10
40 H 0.10
41 H 0.10
42 H 0.10
43 H 0.09
44 H 0.10
45 H 0.10
46 H 0.10
47 H 0.09
48 H 0.10
49 H 0.10
50 H 0.10
51 H 0.10
52 H 0.10
53 Cl 0.62
54 C -0.65
55 C -0.16
56 C -0.14
57 C -0.16
58 C -0.62
59 Cl 0.63
60 C -0.57
61 N -0.24
62 H 0.09
63 H 0.08
64 H 0.09
65 C -0.26
66 H -0.07
67 H -0.08
68 C -0.21
69 C -0.48
70 As 1.21
71 C -0.46
72 C -0.18
73 C -0.46
74 C -0.19
75 H 0.06
76 H 0.06
77 H 0.04
78 H 0.05
79 H 0.06
80 H 0.03
81 H 0.05
82 H 0.04
83 H 0.06
84 H 0.04
85 H 0.02
86 H 0.05
87 H 0.05
88 H 0.06
89 H 0.05